Record 1
This record from OMol25 describes a structure of composition C21H57O32P5S3 at a distorted geometry. The level of theory is ωB97M-V/def2-TZVPD.

The HOMO-LUMO gap comes out at 0.374 Ha. The largest force on an atom comes out at 1.30 eV/A. The calculation puts the molecular weight at 1072.73 g mol⁻¹. For the HOMO energy, the calculation gives -10.34 eV. Its spin multiplicity is 1. The LUMO energy comes out at -0.2 eV. As for the energy above the lowest of the compared OMol25 structures with the same formula, charge and spin: 0.0 kcal per mole. Its total energy is -167180.7558 eV.

Element x y z (Å)
C: -5.12 10.54 5.73
O: -4.12 10.10 4.81
P: -4.54 9.84 3.30
O: -5.01 11.01 2.56
O: -3.23 9.19 2.71
C: -2.01 9.94 2.72
O: -5.56 8.65 3.38
C: -5.22 7.42 4.00
H: -5.22 9.80 6.53
H: -6.11 10.68 5.29
H: -4.78 11.45 6.21
H: -1.47 9.72 1.81
H: -1.40 9.62 3.57
H: -2.18 11.00 2.88
H: -4.99 6.67 3.24
H: -6.07 7.03 4.56
H: -4.36 7.52 4.66
C: -4.99 -1.09 6.52
O: -4.32 -0.29 7.50
P: -3.97 1.20 7.19
O: -3.31 1.94 8.25
O: -5.39 1.79 6.75
C: -5.56 3.20 6.81
O: -3.20 1.08 5.82
C: -2.48 2.21 5.31
H: -5.75 -1.69 7.01
H: -4.29 -1.76 6.04
H: -5.52 -0.48 5.78
H: -4.98 3.67 6.02
H: -5.20 3.59 7.77
H: -6.60 3.50 6.69
H: -2.63 3.09 5.93
H: -2.84 2.36 4.29
H: -1.43 1.95 5.23
C: -3.50 1.73 -3.27
O: -3.42 1.73 -4.69
P: -4.72 1.86 -5.59
O: -5.92 1.17 -5.15
O: -4.09 1.38 -6.95
C: -4.95 1.17 -8.08
O: -4.97 3.42 -5.75
C: -3.86 4.29 -6.05
H: -3.17 0.76 -2.90
H: -4.52 1.85 -2.89
H: -2.89 2.52 -2.84
H: -6.00 1.28 -7.81
H: -4.77 0.18 -8.49
H: -4.65 1.86 -8.87
H: -2.91 3.77 -6.10
H: -3.83 5.01 -5.24
H: -4.02 4.78 -7.01
C: -7.28 3.02 3.77
O: -6.90 2.87 2.39
P: -6.61 1.42 1.85
O: -7.56 0.37 2.16
O: -5.13 1.17 2.40
C: -4.68 -0.19 2.50
O: -6.41 1.68 0.31
C: -6.34 2.99 -0.26
H: -7.29 2.08 4.32
H: -8.20 3.61 3.77
H: -6.54 3.67 4.23
H: -5.04 -0.82 1.68
H: -5.03 -0.63 3.43
H: -3.59 -0.17 2.51
H: -7.25 3.55 -0.03
H: -6.27 2.88 -1.34
H: -5.47 3.54 0.08
C: 0.45 -1.51 -1.11
O: 1.02 -0.32 -1.69
P: 0.23 1.04 -1.81
O: -1.20 1.01 -1.47
O: 1.18 1.98 -0.97
C: 1.16 3.39 -1.18
O: 0.51 1.50 -3.29
C: 0.12 0.66 -4.38
H: 0.92 -1.69 -0.15
H: 0.68 -2.35 -1.76
H: -0.63 -1.39 -0.97
H: 1.22 3.86 -0.20
H: 0.28 3.72 -1.72
H: 2.05 3.73 -1.71
H: 0.37 1.17 -5.30
H: -0.96 0.48 -4.35
H: 0.61 -0.31 -4.32
C: -3.64 7.76 -0.04
C: -2.70 7.89 -1.25
O: -3.04 6.81 -2.13
S: -4.60 6.55 -1.97
O: -4.90 5.20 -2.23
O: -5.31 7.58 -2.63
O: -4.62 6.78 -0.41
H: -4.04 8.72 0.27
H: -3.14 7.31 0.82
H: -1.64 7.87 -1.01
H: -2.86 8.83 -1.77
C: -2.66 3.58 0.11
C: -2.18 2.63 1.19
O: -1.67 3.57 2.17
S: -2.84 4.62 2.35
O: -2.29 5.83 2.84
O: -3.94 4.01 2.98
O: -3.16 4.74 0.78
H: -3.41 3.14 -0.55
H: -1.84 3.88 -0.55
H: -1.37 2.01 0.81
H: -2.90 1.97 1.67
C: 1.92 1.27 3.35
C: 1.61 1.49 1.85
O: 1.05 0.27 1.38
S: 0.33 -0.48 2.59
O: 0.45 -1.87 2.42
O: -0.93 0.12 2.78
O: 1.36 -0.01 3.68
H: 1.39 2.01 3.95
H: 2.98 1.25 3.58
H: 2.51 1.70 1.28
H: 0.94 2.34 1.73

Mulliken atomic charge list, values in e, 99 entries: number 1, C, carries -0.751; number 2, O, carries -0.282; number 3, P, carries 0.726; number 4, O, carries -0.748; number 5, O, carries 0.167; number 6, C, carries -0.773; number 7, O, carries -0.335; number 8, C, carries -0.309; number 9, H, carries 0.258; number 10, H, carries 0.356; number 11, H, carries 0.280; number 12, H, carries 0.262; number 13, H, carries 0.257; number 14, H, carries 0.339; number 15, H, carries -0.152; number 16, H, carries 0.343; number 17, H, carries 0.384; number 18, C, carries -0.407; number 19, O, carries -0.417; number 20, P, carries 0.637; number 21, O, carries -0.772; number 22, O, carries -0.172; number 23, C, carries -0.612; number 24, O, carries 0.139; number 25, C, carries -0.535; number 26, H, carries 0.314; number 27, H, carries 0.254; number 28, H, carries 0.045; number 29, H, carries 0.031; number 30, H, carries 0.396; number 31, H, carries 0.334; number 32, H, carries 0.434; number 33, H, carries 0.001; number 34, H, carries 0.246; number 35, C, carries -0.459; number 36, O, carries -0.060; number 37, P, carries 0.818; number 38, O, carries -0.725; number 39, O, carries -0.317; number 40, C, carries -0.751; number 41, O, carries -0.257; number 42, C, carries -0.420; number 43, H, carries 0.284; number 44, H, carries 0.332; number 45, H, carries 0.095; number 46, H, carries 0.362; number 47, H, carries 0.235; number 48, H, carries 0.259; number 49, H, carries 0.271; number 50, H, carries 0.030; number 51, H, carries 0.303; number 52, C, carries -0.465; number 53, O, carries -0.192; number 54, P, carries 0.267; number 55, O, carries -0.780; number 56, O, carries 0.536; number 57, C, carries -0.402; number 58, O, carries -0.277; number 59, C, carries -0.102; number 60, H, carries 0.335; number 61, H, carries 0.324; number 62, H, carries -0.049; number 63, H, carries 0.352; number 64, H, carries 0.072; number 65, H, carries 0.041; number 66, H, carries 0.417; number 67, H, carries 0.162; number 68, H, carries -0.206; number 69, C, carries -0.594; number 70, O, carries -0.384; number 71, P, carries 0.993; number 72, O, carries -0.346; number 73, O, carries -0.260; number 74, C, carries -0.799; number 75, O, carries -0.336; number 76, C, carries -0.630; number 77, H, carries 0.138; number 78, H, carries 0.310; number 79, H, carries 0.318; number 80, H, carries 0.286; number 81, H, carries 0.304; number 82, H, carries 0.314; number 83, H, carries 0.260; number 84, H, carries 0.208; number 85, H, carries 0.284; number 86, C, carries 0.459; number 87, C, carries -0.477; number 88, O, carries -0.360; number 89, S, carries 0.972; number 90, O, carries -0.304; number 91, O, carries -0.625; number 92, O, carries -0.164; number 93, H, carries 0.117; number 94, H, carries -0.308; number 95, H, carries 0.347; number 96, H, carries 0.376; number 97, C, carries 0.139; number 98, C, carries 2.192; number 99, O, carries -0.476


Record 2
This record from OMol25 describes a structure of composition C21H58I2O16 at a distorted geometry. The level of theory is ωB97M-V/def2-TZVPD.

The HOMO-LUMO gap comes out at 0.315 Ha. The largest force on an atom comes out at 7.10 eV/A. The calculation puts the molecular weight at 820.49 g mol⁻¹. For the HOMO energy, the calculation gives -8.75 eV. Its spin multiplicity is 1. The LUMO energy comes out at -0.2 eV. Its total energy is -71666.0905 eV.

Element x y z (Å)
C: 6.29 -0.40 -5.40
C: 5.13 0.24 -5.49
C: 3.59 0.80 -5.39
C: 2.77 -0.44 -6.01
I: 3.67 -1.43 -7.77
C: 1.52 -0.96 -5.56
C: 0.75 -0.28 -4.31
I: 0.53 -2.68 -6.53
C: 3.39 2.25 -6.10
O: 2.81 3.14 -5.06
C: 3.42 2.58 -3.86
O: 3.85 3.19 -2.84
O: 3.51 1.12 -3.97
H: 7.23 -0.92 -4.97
H: 0.35 0.76 -4.61
H: 1.44 -0.17 -3.37
H: -0.12 -0.97 -3.99
H: 4.38 2.78 -6.40
H: 2.79 2.28 -7.08
C: -1.54 3.11 -2.76
O: -0.50 2.76 -3.65
H: -2.19 2.25 -2.61
H: -1.11 3.41 -1.80
H: -2.12 3.94 -3.18
H: 0.06 3.54 -3.76
C: 2.33 -4.17 -2.82
O: 2.04 -2.79 -2.89
H: 1.41 -4.74 -2.97
H: 3.04 -4.44 -3.60
H: 2.75 -4.41 -1.84
H: 2.87 -2.31 -2.76
C: -2.27 -6.35 -7.26
O: -1.17 -5.49 -7.54
H: -1.90 -7.37 -7.14
H: -2.75 -6.03 -6.33
H: -2.98 -6.32 -8.09
H: -1.53 -4.60 -7.64
C: 0.24 -3.12 0.19
O: 0.80 -2.09 -0.61
H: -0.23 -2.68 1.07
H: -0.51 -3.67 -0.38
H: 1.03 -3.80 0.51
H: 1.21 -2.51 -1.38
C: 1.32 -3.52 3.60
O: 2.35 -3.87 2.70
H: 0.67 -4.38 3.75
H: 1.75 -3.22 4.56
H: 0.73 -2.69 3.18
H: 2.91 -3.09 2.59
C: -2.80 3.13 1.39
O: -2.10 3.84 0.38
H: -3.26 2.24 0.95
H: -2.10 2.82 2.17
H: -3.58 3.77 1.81
H: -1.70 4.62 0.80
C: 1.33 -1.09 6.63
O: 2.37 -1.44 5.73
H: 0.69 -1.95 6.77
H: 1.76 -0.79 7.58
H: 0.75 -0.27 6.21
H: 2.93 -0.66 5.61
C: -2.80 -5.02 3.04
O: -1.93 -4.39 3.96
H: -3.18 -4.28 2.34
H: -2.25 -5.79 2.49
H: -3.64 -5.48 3.58
H: -1.61 -5.07 4.57
C: 5.97 -3.25 -2.57
O: 4.98 -2.62 -3.37
H: 5.52 -4.08 -2.03
H: 6.78 -3.63 -3.21
H: 6.38 -2.53 -1.85
H: 5.41 -1.89 -3.84
C: -2.05 6.20 3.67
O: -1.01 5.85 2.77
H: -2.70 5.34 3.81
H: -1.63 6.50 4.63
H: -2.64 7.03 3.24
H: -0.45 6.63 2.66
C: -2.69 -8.67 3.78
O: -1.69 -7.67 3.91
H: -3.64 -8.27 4.14
H: -2.79 -8.95 2.73
H: -2.41 -9.54 4.38
H: -0.86 -8.05 3.58
C: -3.17 8.26 6.27
O: -2.47 8.97 5.26
H: -3.63 7.38 5.83
H: -2.47 7.96 7.05
H: -3.95 8.90 6.69
H: -2.08 9.75 5.67
C: -6.21 10.76 4.50
O: -5.60 10.38 5.72
H: -7.27 10.95 4.67
H: -5.74 11.66 4.11
H: -6.11 9.95 3.77
H: -4.67 10.22 5.53

Let us look at the Mulliken charges, expressed in e, one per atom: number 1, C, carries -1.064; number 2, C, carries -0.691; number 3, C, carries 2.514; number 4, C, carries -0.750; number 5, I, carries 0.053; number 6, C, carries -0.018; number 7, C, carries -0.952; number 8, I, carries 0.143; number 9, C, carries -0.473; number 10, O, carries -0.314; number 11, C, carries 0.535; number 12, O, carries -0.547; number 13, O, carries -0.228; number 14, H, carries 0.356; number 15, H, carries 0.275; number 16, H, carries 0.172; number 17, H, carries 0.399; number 18, H, carries 0.311; number 19, H, carries 0.317; number 20, C, carries -0.550; number 21, O, carries -0.436; number 22, H, carries 0.236; number 23, H, carries 0.259; number 24, H, carries 0.255; number 25, H, carries 0.241; number 26, C, carries -0.752; number 27, O, carries -0.480; number 28, H, carries 0.311; number 29, H, carries 0.252; number 30, H, carries 0.282; number 31, H, carries 0.278; number 32, C, carries -0.540; number 33, O, carries -0.483; number 34, H, carries 0.217; number 35, H, carries 0.254; number 36, H, carries 0.247; number 37, H, carries 0.264; number 38, C, carries -0.461; number 39, O, carries -0.484; number 40, H, carries 0.137; number 41, H, carries 0.276; number 42, H, carries 0.267; number 43, H, carries 0.452; number 44, C, carries -0.330; number 45, O, carries -0.561; number 46, H, carries 0.087; number 47, H, carries 0.258; number 48, H, carries 0.240; number 49, H, carries 0.288; number 50, C, carries -0.527; number 51, O, carries -0.487; number 52, H, carries 0.272; number 53, H, carries 0.247; number 54, H, carries 0.204; number 55, H, carries 0.275; number 56, C, carries -0.537; number 57, O, carries -0.480; number 58, H, carries 0.221; number 59, H, carries 0.283; number 60, H, carries 0.257; number 61, H, carries 0.279; number 62, C, carries -0.549; number 63, O, carries -0.494; number 64, H, carries 0.271; number 65, H, carries 0.215; number 66, H, carries 0.254; number 67, H, carries 0.280; number 68, C, carries -0.709; number 69, O, carries -0.276; number 70, H, carries 0.224; number 71, H, carries 0.287; number 72, H, carries 0.311; number 73, H, carries 0.082; number 74, C, carries -0.668; number 75, O, carries -0.532; number 76, H, carries 0.319; number 77, H, carries 0.297; number 78, H, carries 0.315; number 79, H, carries 0.274; number 80, C, carries -0.590; number 81, O, carries -0.435; number 82, H, carries 0.219; number 83, H, carries 0.277; number 84, H, carries 0.272; number 85, H, carries 0.274; number 86, C, carries -0.720; number 87, O, carries -0.511; number 88, H, carries 0.227; number 89, H, carries 0.295; number 90, H, carries 0.420; number 91, H, carries 0.297; number 92, C, carries -0.536; number 93, O, carries -0.479; number 94, H, carries 0.215; number 95, H, carries 0.262; number 96, H, carries 0.239; number 97, H, carries 0.303


total energy of number 2 (C21H58I2O16)?
-71666.0905 eV


Among the records above, which one has the highest molecular weight?
C21H57O32P5S3